No. 1
{"formula": "C37H37MnN3P2", "method": "ωB97M-V/def2-TZVPD", "orbital_gap_ev": [6.47, 6.54], "total_charge": 0, "multiplicity": 6, "homo_energy_ev": [-6.94, -7.21], "e_lumo_ev": [-0.5, -0.7], "species": ["Mn", "C", "C", "C", "C", "C", "C", "C", "C", "C", "H", "H", "H", "H", "H", "H", "H", "H", "H", "H", "H", "H", "H", "H", "H", "P", "P", "C", "C", "C", "C", "C", "C", "C", "C", "C", "C", "C", "C", "C", "C", "C", "C", "C", "C", "C", "C", "C", "C", "C", "C", "C", "C", "H", "H", "H", "H", "H", "H", "H", "H", "H", "H", "H", "H", "H", "H", "H", "H", "H", "H", "H", "H", "H", "H", "N", "C", "N", "C", "N"], "xyz": [[-1.097582, 1.180068, -0.080632], [0.014040, -2.529687, 5.556776], [0.785483, -2.460558, 4.472889], [1.047668, -3.513841, 3.426396], [0.142479, -3.401842, 2.190478], [-1.332952, -3.358838, 2.477674], [-2.004146, -3.853863, 3.542898], [-1.570170, -4.525276, 4.816961], [-0.946775, -3.626011, 5.935069], [-2.595022, 2.536377, 1.076749], [0.177814, -1.771549, 6.361922], [1.374958, -1.550696, 4.337588], [0.922705, -4.522341, 3.836345], [2.101926, -3.422515, 3.091174], [0.456003, -2.507515, 1.623881], [0.334794, -4.259479, 1.506731], [-1.948521, -3.082589, 1.619283], [-3.085993, -3.850680, 3.494412], [-0.851487, -5.328132, 4.602325], [-2.492232, -4.976491, 5.258746], [-1.760892, -3.160682, 6.521153], [-0.414824, -4.298373, 6.630444], [-2.182521, 2.889961, 2.049912], [-3.485804, 1.935321, 1.364521], [-2.945287, 3.455150, 0.513252], [1.463328, 2.003271, -1.140192], [-0.756281, 0.933899, -2.431918], [1.781071, 0.391532, -1.917998], [0.754790, -0.060618, -2.664955], [2.858405, 2.956417, -1.883811], [4.000381, 2.381381, -2.464799], [5.054169, 3.186562, -2.907831], [4.963717, 4.581930, -2.845340], [3.815079, 5.158024, -2.282130], [2.768379, 4.362060, -1.816825], [2.031707, 1.499613, 0.511138], [1.165630, 0.613304, 1.174316], [1.433736, 0.309559, 2.508899], [2.651421, 0.683453, 3.085912], [3.598508, 1.385920, 2.329273], [3.267785, 1.827119, 1.041870], [-0.949572, 1.390827, -4.236424], [0.049333, 2.219693, -4.793612], [0.081301, 2.514892, -6.163976], [-0.890342, 1.983744, -7.023032], [-1.854175, 1.117703, -6.497712], [-1.888570, 0.834740, -5.123767], [-1.985471, -0.374417, -2.265470], [-3.304648, 0.076402, -2.044727], [-4.319880, -0.860511, -1.960082], [-4.028491, -2.224435, -2.079516], [-2.716341, -2.651790, -2.310711], [-1.677603, -1.730061, -2.372899], [2.733371, -0.112993, -1.738317], [0.790612, -0.817407, -3.458621], [4.093101, 1.299013, -2.563605], [5.965264, 2.730774, -3.302709], [5.769882, 5.213051, -3.221769], [3.742895, 6.244104, -2.202832], [1.879978, 4.817509, -1.375672], [0.426787, 0.005268, 0.595015], [0.703485, -0.218747, 3.117838], [2.873027, 0.401287, 4.116810], [4.589912, 1.607006, 2.717373], [3.954580, 2.420204, 0.437568], [0.845026, 2.611560, -4.164672], [0.861569, 3.160494, -6.574555], [-0.905123, 2.252871, -8.084142], [-2.590921, 0.664788, -7.166099], [-2.641766, 0.141826, -4.756451], [-3.504230, 1.149115, -1.969843], [-5.346054, -0.516753, -1.814715], [-4.832328, -2.955040, -1.997444], [-2.497437, -3.710823, -2.465556], [-0.653328, -2.061597, -2.554994], [-1.441679, 0.490540, 2.067062], [-1.915498, 0.073546, 3.074386], [-2.561265, -0.408789, 4.034096], [-2.966512, -0.424702, 5.259080], [-3.384375, -0.562241, 6.342135]], "forces_ev_per_a": [[-2.329, 1.806, 3.508], [0.401, 0.050, 0.442], [0.441, 0.257, 0.212], [-0.178, -0.246, -0.289], [0.275, 0.083, -0.226], [-0.639, -1.144, 0.614], [0.192, 0.398, -0.840], [0.371, 0.090, 0.604], [-0.255, -0.095, 0.214], [-0.075, 1.079, -1.221], [-0.532, -0.348, -0.973], [0.031, -0.373, 0.319], [0.161, 0.238, 0.093], [-0.506, -0.096, 0.241], [-0.291, -0.124, 0.097], [-0.032, 0.386, 0.324], [0.061, 0.290, 0.262], [-0.093, 0.392, -0.369], [-0.322, 0.041, 0.018], [0.879, 0.114, -0.294], [0.313, -0.142, -0.293], [-0.250, 0.136, -0.040], [0.090, -0.273, -0.836], [0.502, 0.198, -0.461], [0.143, -0.821, 0.555], [1.897, 0.275, 0.353], [-0.668, -1.261, -3.054], [-0.792, -0.434, -0.356], [0.639, 0.863, 0.202], [0.169, 0.452, 0.026], [0.106, 0.176, 0.147], [-0.028, 0.219, -0.144], [-0.551, -0.289, 0.374], [0.189, 0.050, -0.183], [0.261, -0.426, 0.029], [0.089, -0.643, -0.349], [1.033, 0.093, 0.067], [0.092, -0.187, 0.173], [0.128, 0.261, -0.405], [-0.222, 0.014, -0.247], [0.018, 0.200, 0.690], [0.262, 0.450, -0.712], [-0.167, -0.116, -0.236], [-0.325, -0.147, 0.095], [-0.019, -0.038, 0.440], [0.142, 0.243, 0.165], [0.120, -0.005, 0.122], [-0.362, 0.067, -0.036], [0.526, -0.430, -0.121], [-0.319, -0.162, 0.051], [0.141, 0.144, -0.096], [-0.183, -0.208, 0.115], [-0.447, -0.084, -0.173], [-0.167, 0.075, -0.463], [0.072, -0.060, 0.658], [0.008, 0.345, 0.100], [-0.373, 0.060, 0.036], [-0.214, -0.213, 0.170], [-0.028, -0.309, -0.059], [0.240, -0.059, -0.117], [0.478, 0.473, 0.713], [0.196, 0.011, -0.461], [-0.097, 0.083, -0.309], [-0.224, -0.041, 0.093], [-0.082, -0.068, 0.325], [-0.107, 0.051, -0.004], [-0.232, -0.190, 0.263], [0.093, -0.206, 0.421], [0.199, 0.138, 0.314], [0.064, 0.148, 0.007], [-0.019, -0.312, 0.043], [0.294, -0.230, 0.034], [0.206, 0.170, -0.073], [-0.144, 0.300, 0.203], [-0.436, 0.058, 0.122], [0.085, -1.609, 0.636], [-0.316, 0.509, -0.709], [-0.005, -0.259, -0.325], [0.100, -0.018, 0.426], [0.323, 0.176, -0.641]]}

---

No. 2
{"formula": "CH3NOP2", "method": "ωB97M-V/def2-TZVPD", "orbital_gap_ev": [8.91, 6.45], "total_charge": 0, "multiplicity": 3, "homo_energy_ev": [-8.27, -9.35], "e_lumo_ev": [0.6, -2.9], "species": ["C", "N", "O", "P", "P", "H", "H", "H"], "xyz": [[-2.026728, -0.288263, -0.330556], [0.576061, -0.085677, -0.210833], [-3.219141, -0.301325, -0.194339], [-0.883952, 0.894452, 0.476655], [2.076152, 0.486444, -0.090759], [-1.490068, -1.006391, -0.976179], [2.225745, 1.022818, 1.198312], [2.741933, -0.722059, 0.127698]], "forces_ev_per_a": [[0.283, -0.112, -0.096], [-1.912, 1.192, 0.492], [-0.521, 0.149, 0.144], [1.824, -1.099, -0.880], [-0.411, -0.259, 0.335], [-0.035, -0.115, -0.073], [0.206, 0.390, 0.276], [0.564, -0.145, -0.198]]}